Molecular formula: C4H6N2O2
Method: DFT, the ωB97M-V functional and the def2-TZVPD basis

As for the lowest unoccupied orbital energy: 0.600 eV. The value obtained for the electronic energy is -415.91906 Ha. The multiplicity is 1. The value obtained for the largest force on an atom is 5.3 eV Å⁻¹. The charge is 0. For the molar mass, the calculation gives 114.1 g/mol. The energy above the lowest of the compared OMol25 structures with the same formula, charge and spin comes out at 319.2 kJ/mol. Its SMILES is [H]/N=C/N/C=C\OC=O. The value obtained for the orbital gap is 8.7 eV.

Positions of all 14 atoms, in Å:
H -3.819 -0.283 0.379
N -2.926 0.164 -0.166
C -1.890 -0.644 0.079
N -0.600 -0.288 -0.172
C -0.165 0.962 -0.107
C 1.158 1.374 -0.068
O 2.358 0.640 0.034
C 2.515 -0.682 0.001
O 1.547 -1.472 -0.238
H -2.053 -1.702 0.439
H -0.012 -1.041 -0.237
H -0.978 1.562 -0.031
H 1.272 2.500 -0.222
H 3.593 -1.091 0.308

Atom-resolved charges from natural (NBO), all expressed in e: H 0.342; N -0.719; C 0.273; N -0.598; C -0.004; C -0.031; O -0.482; C 0.653; O -0.650; H 0.163; H 0.432; H 0.235; H 0.216; H 0.170

Molecular formula: C20H28BF5N3O17
Method: DFT, the ωB97M-V functional and the def2-TZVPD basis

As for the lowest unoccupied orbital energy: -2.747 eV. The value obtained for the electronic energy is -2746.41423 Ha. The multiplicity is 1. The value obtained for the largest force on an atom is 2.8 eV Å⁻¹. The charge is +1. For the molar mass, the calculation gives 688.2 g/mol. The value obtained for the orbital gap is 10.5 eV.

Positions of all 74 atoms, in Å:
N 0.773 2.183 0.809
C 0.358 2.753 -0.348
N 0.543 4.089 -0.577
C -0.678 4.878 -0.924
C -1.833 3.979 -1.361
C -1.402 2.643 -1.966
N -0.198 2.035 -1.327
C -0.304 0.568 -1.126
B 0.992 -0.210 -1.605
O 1.261 -1.492 -1.182
O 1.834 0.407 -2.485
H 1.679 2.360 1.206
H 0.148 1.593 1.333
H 0.951 4.480 0.263
H -0.431 5.621 -1.679
H -0.974 5.435 -0.035
H -2.391 4.503 -2.135
H -2.494 3.791 -0.515
H -1.196 2.755 -3.033
H -2.222 1.934 -1.879
H -1.109 0.231 -1.780
H -0.619 0.301 -0.127
H 0.461 -1.846 -0.762
H 2.487 -0.202 -2.842
C -3.891 0.599 3.773
C -3.112 1.900 3.789
O -2.310 1.775 2.611
C -2.975 0.957 1.746
O -2.682 0.840 0.597
O -3.969 0.321 2.364
F -2.313 2.010 4.866
H -3.333 -0.196 4.268
H -4.884 0.675 4.203
H -3.725 2.798 3.705
C 4.145 -2.723 -0.789
C 4.789 -3.937 -1.423
O 6.158 -3.715 -1.178
C 6.268 -2.955 -0.047
O 7.260 -2.788 0.566
O 5.055 -2.424 0.267
F 4.564 -3.991 -2.763
H 4.112 -1.886 -1.488
H 3.150 -2.918 -0.408
H 4.490 -4.891 -0.986
C -3.045 -2.696 -4.028
C -3.319 -1.271 -3.595
O -3.028 -1.323 -2.200
C -2.104 -2.299 -2.014
O -1.438 -2.405 -1.030
O -2.012 -3.077 -3.099
F -4.606 -0.908 -3.761
H -3.923 -3.326 -3.881
H -2.689 -2.788 -5.048
H -2.679 -0.524 -4.070
C 1.814 -2.985 -4.290
C 1.803 -4.493 -4.420
O 0.520 -4.724 -4.975
C 0.154 -3.621 -5.674
O -0.752 -3.566 -6.435
O 0.968 -2.580 -5.371
F 1.890 -5.110 -3.220
H 1.366 -2.653 -3.352
H 2.808 -2.556 -4.393
H 2.566 -4.897 -5.086
C 0.915 3.187 8.529
C 0.839 2.389 7.243
O -0.212 1.486 7.513
C -1.049 2.073 8.421
O -2.141 1.698 8.666
O -0.443 3.146 8.977
F 1.975 1.696 6.989
H 1.560 2.691 9.256
H 1.239 4.214 8.392
H 0.588 2.979 6.359

Atom-resolved charges from Löwdin, all expressed in e: N 0.218; C -0.332; N 0.107; C -0.130; C -0.129; C -0.096; N 0.029; C -0.030; B -0.649; O 0.147; O 0.190; H 0.132; H 0.114; H 0.138; H 0.121; H 0.123; H 0.125; H 0.116; H 0.138; H 0.118; H 0.107; H 0.094; H 0.084; H 0.101; C -0.017; C -0.298; O 0.109; C -0.547; O 0.161; O 0.102; F 0.091; H 0.152; H 0.148; H 0.177; C -0.064; C -0.305; O 0.139; C -0.540; O 0.203; O 0.074; F 0.065; H 0.136; H 0.127; H 0.178; C -0.013; C -0.302; O 0.123; C -0.541; O 0.164; O 0.095; F 0.095; H 0.154; H 0.129; H 0.174; C -0.056; C -0.303; O 0.144; C -0.557; O 0.176; O 0.075; F 0.082; H 0.122; H 0.138; H 0.179; C -0.046; C -0.324; O 0.120; C -0.552; O 0.190; O 0.077; F 0.075; H 0.147; H 0.140; H 0.167

Molecular formula: C5H8N2O
Method: DFT, the ωB97M-V functional and the def2-TZVPD basis

As for the lowest unoccupied orbital energy (spin up / spin down): -0.433 / -0.434 eV. The value obtained for the electronic energy is -379.87874 Ha. The multiplicity is 1. The value obtained for the largest force on an atom is 2.1 eV Å⁻¹. The charge is 0. For the molar mass, the calculation gives 112.1 g/mol. The energy above the lowest of the compared OMol25 structures with the same formula, charge and spin comes out at 549.9 kJ/mol. The value obtained for the orbital gap (spin up / spin down) is 7.8 / 7.8 eV.

Positions of all 16 atoms, in Å:
C 0.663 0.066 -0.731
C 1.395 0.569 0.486
C 0.436 -1.366 -0.895
C -0.569 -1.125 0.283
N -0.321 0.946 -1.128
C -0.869 0.640 0.485
O 0.276 1.103 1.225
N -2.063 0.912 0.867
H 0.015 1.909 -1.122
H -2.424 1.772 0.467
H 1.917 -0.218 1.037
H 2.086 1.383 0.252
H -0.049 -1.641 -1.826
H 1.282 -2.000 -0.647
H -1.567 -1.438 0.017
H -0.210 -1.511 1.230

Atom-resolved charges from natural (NBO), all expressed in e: C 0.436; C -0.175; C -0.468; C -0.460; N -0.705; C 0.611; O -0.533; N -0.815; H 0.372; H 0.356; H 0.195; H 0.222; H 0.246; H 0.233; H 0.262; H 0.225